{
  "formula": "C4H3ClN2O",
  "method": "ωB97M-V with the def2-TZVPD basis set",
  "total_energy_ha": -799.0682,
  "smiles": "N#CC(=O)Cl.C=C=N",
  "orbital_gap_ev": 8.4,
  "e_above_lowest_kcal_mol": 68.4,
  "lumo_ev": -1.2,
  "elements": ["N", "C", "C", "O", "Cl", "C", "C", "N", "H", "H", "H"],
  "positions_angstrom": [[1.202975, 1.254830, -2.105842], [0.345290, 0.615391, -1.698716], [-0.741938, -0.186489, -1.248055], [-0.840203, -1.369731, -1.119745], [-2.123922, 0.897354, -0.806148], [1.121224, 0.280392, 0.779406], [0.130316, -0.375047, 1.400591], [-0.837342, -0.832345, 2.024251], [1.956587, -0.309434, 0.701064], [1.257835, 1.340657, 0.652605], [-1.470820, -1.315577, 1.420589]],
  "forces_ev_per_angstrom": [[0.16, 0.25, -0.35], [0.66, -0.02, -0.73], [-2.05, -1.16, 0.95], [0.36, 1.33, -0.62], [0.60, -0.44, -0.27], [-2.19, -0.62, 2.05], [-0.54, 1.75, 0.67], [2.43, 0.48, -0.70], [2.14, -1.23, -0.56], [-0.62, 0.05, 0.07], [-0.95, -0.40, -0.50]]
}